No. 1
This record from OMol25 describes an isolated molecule of C5H11NO. The level of theory is wB97M-V/def2-TZVPD.

SMILES ... C[C@H]1CN1CCO
F_max ... 0.4 eV/Å
Multiplicity ... 1
Relative energy (zero: lowest compared OMol25 entry of this formula, charge and spin) ... 2.149 eV
E ... -327.05237 Eh
E_HOMO ... -9.24 eV

Element x y z (Å)
C1 1.826 0.013 -1.516
C2 1.186 -0.677 -0.337
C3 1.284 -0.218 1.077
N1 0.103 0.046 0.285
C4 -1.215 -0.546 0.507
C5 -2.205 0.554 0.125
O1 -2.005 1.680 0.946
H1 1.208 -0.156 -2.404
H2 2.835 -0.352 -1.733
H3 1.867 1.091 -1.336
H4 1.052 -1.758 -0.441
H5 1.869 0.665 1.334
H6 1.246 -0.977 1.860
H7 -1.359 -1.442 -0.113
H8 -1.359 -0.825 1.559
H9 -2.032 0.804 -0.935
H10 -3.248 0.246 0.240
H11 -1.052 1.852 0.882



No. 2
This record from OMol25 describes a structure of composition C33H34BiN3OS2. The level of theory is wB97M-V/def2-TZVPD.

F_max ... 0.9 eV/Å
Multiplicity ... 1
E ... -2527.86825 Eh
E_HOMO ... -13.74 eV
Charge ... +2

Element x y z (Å)
Bi1 -0.089 0.250 -0.404
S1 2.564 -0.315 0.122
C1 2.298 -1.707 1.047
N1 3.014 -2.806 0.902
C2 2.907 -3.885 1.886
C3 2.617 -3.282 3.240
N2 1.383 -2.500 3.139
C4 0.345 -2.632 4.164
C5 0.296 -1.491 5.159
C6 -0.938 -0.985 5.546
C7 -1.014 -0.023 6.543
C8 0.143 0.444 7.149
C9 1.378 -0.046 6.750
C10 1.455 -1.016 5.763
C11 1.245 -1.698 2.113
S2 -0.136 -0.702 2.042
C12 3.815 -3.111 -0.302
C13 3.023 -4.034 -1.204
C14 2.065 -3.504 -2.065
C15 1.288 -4.343 -2.847
C16 1.462 -5.719 -2.775
C17 2.430 -6.250 -1.937
C18 3.209 -5.410 -1.153
H1 3.857 -4.415 1.920
H2 2.132 -4.597 1.589
H3 3.441 -2.633 3.547
H4 2.492 -4.055 3.991
H5 0.532 -3.564 4.695
H6 -0.620 -2.708 3.660
H7 -1.847 -1.344 5.076
H8 -1.979 0.359 6.850
H9 0.085 1.186 7.933
H10 2.284 0.316 7.218
H11 2.428 -1.401 5.474
H12 4.734 -3.590 0.031
H13 4.075 -2.186 -0.804
H14 1.965 -2.428 -2.154
H15 0.561 -3.925 -3.533
H16 0.854 -6.375 -3.383
H17 2.589 -7.319 -1.899
H18 3.981 -5.832 -0.518
C19 -3.407 0.543 2.579
C20 -3.342 1.050 1.152
O1 -2.653 0.088 0.301
H19 -4.087 1.160 3.164
H20 -2.427 0.576 3.055
H21 -3.775 -0.484 2.593
H22 -2.809 1.999 1.092
H23 -4.346 1.208 0.760
H24 -3.205 -0.097 -0.466
N3 -0.102 2.157 0.049
C21 -0.067 3.437 0.117
C22 -1.302 4.237 -0.022
C23 -1.528 5.359 0.777
C24 -2.703 6.081 0.640
C25 -3.644 5.710 -0.310
C26 -3.417 4.607 -1.123
C27 -2.259 3.867 -0.971
C28 1.212 4.133 0.348
C29 2.212 3.507 1.098
C30 3.426 4.133 1.301
C31 3.667 5.379 0.732
C32 2.686 6.001 -0.027
C33 1.456 5.391 -0.210
H25 -0.799 5.650 1.522
H26 -2.880 6.944 1.268
H27 -4.552 6.287 -0.423
H28 -4.140 4.336 -1.881
H29 -2.060 3.015 -1.610
H30 2.005 2.540 1.542
H31 4.187 3.657 1.904
H32 4.621 5.866 0.884
H33 2.878 6.966 -0.476
H34 0.697 5.874 -0.810



no.,orbital gap (hartree),LUMO level (eV)
1,0.37973,1.09
2,0.23795,-7.26